13 unconnected molecules or ions with the total composition C65H65N13, computed with ωB97M-V/def2-TZVPD.

```
143
Properties=species:S:1:pos:R:3:forces:R:3:mulliken_spin:R:1
N -13.604010 -6.050980 16.614650 -1.64 0.03 0.22 0.00
C -13.127730 -6.937760 17.524670 -0.48 1.40 -1.43 0.00
C -13.892320 -7.646950 18.402600 -2.19 0.54 0.18 0.00
C -15.316960 -7.443420 18.359480 1.25 1.17 -0.56 0.00
C -15.857260 -6.509470 17.418450 1.53 -0.87 0.96 0.00
C -14.969910 -5.827980 16.571010 1.75 -1.38 1.17 0.00
H -12.053870 -7.022020 17.602970 0.22 0.07 -0.29 0.00
H -13.315130 -8.153470 19.162000 -0.64 -0.56 0.22 0.00
H -15.950340 -7.829180 19.144600 -0.10 -0.35 -0.07 0.00
H -16.902060 -6.237020 17.442240 -0.12 -0.16 -0.11 0.00
H -15.369220 -5.071030 15.912230 0.31 0.09 -0.27 0.00
N -22.022910 -3.975190 19.498260 -0.51 0.97 -1.00 0.27
C -22.623890 -2.691590 19.587430 0.57 0.24 2.17 0.28
C -22.662080 -1.951110 20.823530 -0.21 -1.60 -2.85 -0.15
C -22.092760 -2.466180 21.978470 -0.79 1.09 -0.52 0.39
C -21.503440 -3.753570 21.833070 0.85 0.22 1.58 0.04
C -21.462120 -4.384590 20.642280 -0.74 -0.52 -0.43 0.01
H -22.991690 -2.249580 18.673240 -0.15 -0.05 -0.09 0.07
H -23.220750 -1.027780 20.781600 0.11 0.34 0.23 -0.02
H -22.204450 -1.823860 22.839480 0.40 -0.55 0.56 0.06
H -20.970190 -4.209130 22.654360 -0.01 -0.14 0.24 -0.01
H -21.069720 -5.390520 20.619250 0.46 -0.30 -0.03 0.01
N -17.556980 -3.102390 14.905500 -0.26 -0.89 -0.52 0.00
C -17.360870 -1.972380 15.560670 -0.12 -0.69 -0.80 0.00
C -16.470990 -1.050600 15.101710 0.37 2.27 1.69 0.00
C -15.695390 -1.200190 14.006200 0.28 -2.85 -1.77 0.00
C -15.898310 -2.416060 13.288910 -0.84 -0.89 0.91 0.00
C -16.881560 -3.366370 13.760520 0.47 2.81 1.13 0.00
H -17.949940 -1.733220 16.433700 -0.13 -0.38 0.20 0.00
H -16.347310 -0.180920 15.730000 0.04 0.34 -0.05 0.00
H -14.885750 -0.544080 13.722630 -0.20 0.24 0.00 0.00
H -15.253360 -2.709920 12.473990 -0.10 0.20 -0.29 0.00
H -17.267480 -4.250360 13.274690 0.67 -0.25 -0.35 0.00
N -21.237330 -14.063230 14.114330 2.99 -0.22 -0.08 0.00
C -21.950280 -12.948980 14.160570 -0.20 0.42 0.82 0.00
C -21.475220 -11.622150 14.058110 0.42 -1.78 0.44 0.00
C -20.088540 -11.502660 13.967010 -0.88 0.40 -0.33 0.00
C -19.273880 -12.620340 14.004120 -0.56 -1.98 -0.39 0.00
C -19.861820 -13.937940 14.036690 -1.57 2.73 0.11 0.00
H -22.937290 -13.206860 14.515130 -0.68 0.63 -0.56 0.00
H -22.150720 -10.791040 14.197280 0.06 0.14 -0.27 0.00
H -19.680340 -10.511560 13.834720 0.34 0.09 0.16 0.00
H -18.206020 -12.465970 13.956700 0.17 -0.25 0.06 0.00
H -19.272890 -14.841270 14.096310 0.02 -0.05 -0.18 0.00
N -18.683360 -6.284360 15.169430 0.04 0.16 -0.21 0.00
C -18.736310 -7.608020 15.180000 -0.89 -1.46 1.46 0.00
C -19.472590 -8.392020 16.156640 0.70 3.09 -1.58 0.00
C -20.201660 -7.607410 17.074630 -0.35 -1.88 -0.34 0.01
C -20.209320 -6.230680 17.040100 1.84 0.68 -0.49 0.02
C -19.381120 -5.614470 16.083480 -0.47 -0.47 0.81 0.01
H -18.157270 -8.095060 14.409350 0.05 -0.15 -0.15 0.00
H -19.470950 -9.466830 16.050920 -0.13 -0.06 0.44 0.00
H -20.833550 -8.134140 17.774390 -0.04 0.03 0.34 0.00
H -20.573670 -5.592110 17.831230 -0.82 -0.06 0.07 -0.04
H -19.244360 -4.543650 16.115470 0.01 0.13 -0.20 0.00
N -17.919460 -8.368580 21.708070 -1.65 -0.77 0.95 0.00
C -18.380780 -9.066850 22.817550 0.11 0.80 -1.76 0.00
C -19.729240 -9.273800 23.119600 -0.49 0.76 -2.40 0.00
C -20.641310 -8.738740 22.165570 0.95 -0.59 -0.57 0.01
C -20.181010 -8.180700 20.943950 -1.37 0.38 1.71 -0.03
C -18.851640 -7.936010 20.793170 2.41 -0.60 1.97 0.00
H -17.625200 -9.483230 23.467260 0.26 0.11 -0.01 0.00
H -20.096810 -9.941460 23.884790 0.22 0.36 0.43 0.00
H -21.709540 -8.813810 22.305740 -0.10 -0.10 0.11 0.01
H -20.883380 -7.725690 20.261270 -0.18 -0.20 -0.14 0.02
H -18.423470 -7.302320 20.030600 -0.21 -0.17 -0.43 0.01
N -18.928470 -13.138170 19.850720 0.36 0.73 -2.77 0.00
C -18.835410 -13.620580 18.550660 -2.19 -0.78 1.88 0.00
C -19.771490 -13.311540 17.535170 2.98 -0.66 0.36 0.00
C -20.566570 -12.238170 17.701560 -1.67 1.13 0.94 0.00
C -20.654710 -11.636610 18.959860 1.90 -0.02 0.29 0.00
C -19.743840 -12.081420 19.971590 -1.31 -0.38 -0.81 0.00
H -18.213410 -14.500890 18.483080 0.32 0.05 -0.25 0.00
H -19.731480 -13.721950 16.537000 0.27 -0.46 0.20 0.00
H -21.131390 -11.959500 16.824220 -0.44 0.46 0.25 0.00
H -21.224160 -10.738300 19.147380 -0.24 -0.04 -0.01 0.00
H -19.757150 -11.599260 20.937900 -0.05 0.08 0.17 0.00
N -20.897500 -0.528510 14.033300 2.25 -1.32 -0.74 0.00
C -21.871500 -0.619340 14.947890 1.54 0.08 -0.53 -0.01
C -22.319950 -1.810800 15.482600 0.50 -0.79 -0.09 0.01
C -21.641280 -2.980550 15.073920 0.11 0.93 0.04 -0.01
C -20.489240 -2.881330 14.285230 -2.38 -0.10 0.16 0.00
C -20.166950 -1.652460 13.719210 -1.23 -0.29 1.74 0.00
H -22.039330 0.372590 15.340710 -1.19 -0.04 0.11 0.00
H -23.089390 -1.768310 16.239280 -0.08 -0.38 0.00 0.02
H -21.865010 -3.997430 15.360810 -0.60 0.18 0.59 0.00
H -20.081670 -3.863960 14.098910 0.97 0.43 -0.43 0.00
H -19.202920 -1.733310 13.239110 -0.08 1.40 -0.90 0.00
N -15.342900 -11.347350 14.413080 -0.60 -1.22 1.60 0.00
C -15.041530 -12.680620 14.343890 -0.79 0.41 -0.39 0.00
C -15.576480 -13.682400 15.176520 0.19 1.88 0.00 0.00
C -16.272780 -13.198560 16.289330 0.02 -2.14 -0.31 0.00
C -16.442370 -11.882830 16.517860 0.40 2.83 -0.64 0.00
C -16.055310 -10.963220 15.505960 0.98 -1.29 -0.67 0.00
H -14.419520 -12.890790 13.486380 0.12 -0.41 -0.03 0.00
H -15.445960 -14.747900 15.057840 0.22 0.09 -0.31 0.00
H -16.717020 -13.924820 16.953860 0.19 0.01 0.30 0.00
H -16.762030 -11.476950 17.466270 -0.61 -0.17 -0.01 0.00
H -16.258740 -9.902790 15.528530 -0.16 0.13 0.38 0.00
N -22.196610 -6.890750 12.353920 -1.32 -1.05 1.02 0.00
C -22.232870 -6.476160 13.671110 -1.31 -2.15 -1.34 0.00
C -23.237700 -6.959310 14.558800 0.60 -0.28 -1.07 0.00
C -24.277570 -7.733780 14.024290 0.00 0.21 0.60 0.00
C -24.216010 -8.219530 12.738120 0.18 0.62 0.33 0.00
C -23.151610 -7.822390 11.973620 0.90 1.73 0.16 0.00
H -21.432120 -5.823050 13.985210 0.01 0.03 0.03 0.00
H -23.146670 -6.879140 15.631970 -0.19 0.69 0.11 0.00
H -25.184390 -7.948840 14.570030 0.21 -0.13 0.63 0.00
H -24.996720 -8.817970 12.292290 -0.05 -0.11 0.12 0.00
H -23.250210 -8.189590 10.962750 1.09 0.30 -0.48 0.00
N -17.885180 -8.408040 12.010790 1.07 -2.13 -1.59 0.00
C -16.998910 -9.471130 11.741420 -2.09 0.69 0.73 0.00
C -17.406590 -10.556160 10.982340 0.25 -0.58 -0.02 0.00
C -18.695210 -10.626160 10.521360 0.51 -1.56 -1.18 0.00
C -19.535730 -9.636060 10.744220 -2.29 2.29 0.40 0.00
C -19.095830 -8.510740 11.416900 1.17 0.59 1.58 0.00
H -16.081700 -9.529340 12.308630 0.25 0.46 -0.15 0.00
H -16.916110 -11.486300 10.736050 1.27 0.35 0.48 0.00
H -19.053900 -11.447180 9.918300 0.24 -0.43 0.16 0.00
H -20.576020 -9.712380 10.464280 -0.09 0.20 -0.23 0.00
H -19.747110 -7.675410 11.627750 -0.27 0.07 -0.11 0.00
N -23.554160 -8.220660 18.314030 -1.87 0.10 2.91 0.00
C -23.726130 -7.344460 19.383210 -0.75 -0.58 -0.17 0.00
C -24.329840 -7.653650 20.638850 0.56 -1.06 -1.76 0.03
C -24.702030 -8.974260 20.830260 -0.38 -0.27 0.24 0.00
C -24.515640 -9.921220 19.835080 -0.03 0.51 -2.74 0.00
C -24.080290 -9.474420 18.560990 1.95 1.92 0.77 0.00
H -23.541730 -6.290350 19.237490 0.77 0.15 -0.44 -0.02
H -24.558110 -6.942500 21.418960 0.30 0.38 -0.30 0.00
H -25.257680 -9.221990 21.722610 0.22 -0.28 0.27 0.00
H -24.818860 -10.956210 19.778100 -0.25 -0.07 0.94 0.00
H -23.970500 -10.078920 17.672780 -0.29 -0.66 0.21 0.00
N -13.524010 -6.930420 11.322280 -0.42 -0.04 0.49 0.00
C -12.577840 -7.777180 11.794050 -2.26 1.17 -0.11 0.00
C -12.769480 -8.373960 13.034440 2.63 -0.03 -1.61 0.00
C -13.808660 -8.009160 13.786570 -2.00 -0.28 2.37 0.00
C -14.808180 -7.142420 13.374120 0.37 0.07 -1.53 0.00
C -14.639150 -6.654540 12.080290 2.09 -0.05 0.13 0.00
H -11.704460 -7.889600 11.168780 0.07 -0.24 0.01 0.00
H -11.975010 -8.984200 13.437970 -0.09 -0.28 0.10 0.00
H -13.833400 -8.454520 14.770160 -0.30 0.10 0.28 0.00
H -15.678080 -6.834830 13.935420 0.09 -0.16 0.30 0.00
H -15.265470 -5.848340 11.727930 -0.30 -0.25 -0.44 0.00
```
Forces are in eV/Å.

2S+1: 2
HOMO level (spin up / spin down): -0.467 / -4.678 eV
charge: -1
largest force on an atom: 0.069 Eh/bohr
LUMO level (spin up / spin down): 1.88 / 1.88 eV
E_tot: -3227.45175 Eh
relative energy (zero: lowest compared OMol25 entry of this formula, charge and spin): 2.382 eV
<S²>: 0.764